# 1
52
Properties=species:S:1:pos:R:3:forces:R:3 method="wB97M-V/def2-TZVPD" charge=-1 energy_ev=-179837.822 spin_multiplicity=1
Rh 0.323 -0.433 -0.149 -0.3901 -0.0659 -0.3056
O 0.884 -4.425 -0.262 0.0036 -0.0215 -0.0181
C 0.960 -3.241 -0.549 -0.0064 0.1286 0.0087
O 1.022 -2.279 0.313 0.0325 -0.1663 0.0461
C 1.110 -2.845 -2.025 -0.0001 -0.0011 0.0092
C 2.099 -1.681 -2.195 -0.0202 -0.0111 -0.0473
C 2.640 -1.636 -3.621 -0.0346 -0.0090 -0.0207
C 1.388 -1.157 -4.400 -0.0117 0.0145 -0.0165
C 0.371 -0.959 -3.270 0.0117 0.0171 -0.0481
O 1.221 -0.524 -2.182 0.1129 -0.1212 -0.0676
C -0.160 -2.307 -2.764 -0.0561 -0.0262 0.0467
C -1.479 -2.057 -2.000 0.1010 0.0744 -0.0484
O -2.513 -2.482 -2.517 -0.0483 0.0500 -0.0206
O -1.437 -1.316 -0.959 -0.0896 -0.1772 0.0968
H 1.471 -3.732 -2.544 -0.0094 -0.0413 0.0559
H 2.825 -1.579 -1.393 0.0113 0.0123 -0.0056
H 3.453 -0.916 -3.699 0.0009 -0.0025 0.0073
H 3.003 -2.611 -3.946 0.0026 0.0004 -0.0033
H 1.579 -0.216 -4.915 0.0007 0.0003 0.0041
H 1.030 -1.883 -5.129 0.0022 0.0000 -0.0003
H -0.386 -0.203 -3.457 0.0079 0.0291 0.0589
H -0.430 -2.961 -3.590 0.0536 0.0164 -0.0372
O 0.304 3.783 3.581 0.0091 -0.0144 0.0055
C 1.082 2.731 4.153 -0.0291 0.0287 -0.0585
C 1.126 1.507 3.222 -0.0821 0.0031 0.0451
C 1.914 0.473 4.058 0.0412 0.0641 0.0128
O 2.319 -0.723 3.456 -0.0216 -0.0520 0.1281
C -0.323 1.064 2.994 -0.0319 0.0108 -0.0104
Se -0.629 -0.612 2.044 0.0877 -0.0590 0.1201
C 1.759 1.964 1.903 -0.0618 0.0414 -0.0712
Se 2.345 0.649 0.583 0.1763 0.0027 0.0701
H 0.392 4.555 4.144 -0.0047 -0.0006 -0.0002
H 0.652 2.433 5.118 0.0045 -0.0061 0.0040
H 2.109 3.077 4.326 -0.0004 0.0052 -0.0035
H 1.294 0.274 4.950 0.0215 -0.0304 0.0076
H 2.836 0.946 4.418 -0.0031 0.0245 -0.0193
H 1.558 -1.107 2.986 0.0233 0.0360 -0.0913
H -0.883 1.856 2.498 0.0232 -0.0063 -0.0250
H -0.790 0.884 3.970 -0.0194 0.0197 -0.0088
H 2.636 2.587 2.102 0.0619 -0.0944 0.0261
H 1.030 2.598 1.398 0.0441 0.0731 0.0364
S -0.579 1.578 -1.015 0.2800 0.5707 0.1551
C -2.210 1.426 -0.623 -0.3435 -0.2244 0.0251
N -3.107 1.326 -1.654 0.1178 -0.3210 0.0479
C -4.406 1.018 -1.479 -0.0153 0.0227 -0.0530
C -4.885 0.882 -0.217 0.0823 0.0451 0.0437
C -3.951 1.095 0.819 -0.2192 -0.0558 0.0516
N -2.690 1.372 0.636 0.1699 0.1801 -0.1239
H -2.691 1.264 -2.573 -0.0233 0.0757 -0.0150
H -4.996 0.887 -2.374 0.0161 -0.0282 0.0003
H -5.914 0.625 -0.025 0.0050 -0.0027 0.0107
H -4.276 1.036 1.854 0.0170 -0.0078 -0.0040



# 2
45
Properties=species:S:1:pos:R:3:forces:R:3 method="wB97M-V/def2-TZVPD" charge=+1 energy_ev=-28591.532 spin_multiplicity=1
C 4.661 -1.592 0.317 0.0247 -0.0024 0.5036
C 3.714 -0.474 0.650 -0.2633 0.0184 -0.0569
C 4.011 0.840 0.303 0.2144 0.1461 -0.1388
C 3.172 1.897 0.609 -0.4502 -0.1310 0.2332
C 1.989 1.650 1.291 -0.0615 -0.3840 0.0425
C 1.667 0.347 1.642 0.1971 0.1531 -0.1050
C 2.511 -0.714 1.321 -0.1082 0.1328 -0.0174
C 2.096 -2.117 1.707 -0.0656 0.3561 -0.1311
N 0.674 -2.353 1.332 0.0954 -0.0728 -0.2122
C -0.292 -2.475 2.250 -0.4847 -0.1346 -0.0669
C -1.609 -2.639 1.871 0.1483 0.0028 0.0689
C -1.937 -2.683 0.526 0.2404 0.5242 -0.1191
C -3.330 -2.906 0.023 0.0738 0.2335 -0.0022
O -3.626 -3.988 -0.348 -0.3456 -1.1210 -0.3046
O -4.190 -1.888 -0.043 0.1577 0.3023 0.3154
N -3.718 -0.621 0.372 -0.3303 0.6737 -0.0621
C -0.921 -2.577 -0.415 0.6516 0.0341 0.2471
C 0.377 -2.402 0.021 -0.5819 -0.0718 -0.1355
H 4.886 -2.150 1.225 0.1070 -0.1364 0.0301
H 4.251 -2.301 -0.398 -0.0009 0.0069 -0.2102
H 5.608 -1.210 -0.045 0.0477 0.0456 -0.2295
H 4.927 1.045 -0.232 0.1137 -0.0485 -0.0205
H 3.402 2.912 0.329 0.2340 0.0608 -0.1126
H 1.300 2.439 1.548 0.0397 0.1870 -0.0093
H 0.742 0.171 2.171 -0.1320 -0.0672 0.0704
H 2.679 -2.863 1.183 0.0991 -0.1417 0.0292
H 2.188 -2.280 2.775 -0.0525 -0.1292 0.1663
H -0.016 -2.437 3.290 0.2429 0.0257 0.1042
H -2.377 -2.731 2.621 -0.0106 -0.0158 0.1910
H -3.403 -0.631 1.331 0.0161 -0.2698 0.0563
H -3.028 -0.255 -0.275 0.0989 -0.0271 -0.2519
H -1.104 -2.628 -1.474 -0.1418 0.0413 -0.1276
H 1.185 -2.282 -0.680 0.2494 0.0354 0.0482
C -1.559 2.699 -3.469 0.0303 -0.1006 0.0010
C -2.095 2.234 -2.139 -0.0917 0.0818 0.0018
O -2.079 1.049 -1.818 0.0463 -0.2490 0.2419
N -2.604 3.170 -1.307 0.1489 -0.0641 -0.1224
C -2.708 4.605 -1.521 -0.1139 -0.1591 0.2420
H -1.193 1.835 -4.015 -0.0186 -0.0345 0.0379
H -2.344 3.177 -4.054 0.0471 0.0754 -0.0037
H -0.737 3.401 -3.329 -0.0484 0.0690 -0.0499
H -2.956 2.795 -0.440 -0.0688 0.0335 0.0067
H -2.160 5.137 -0.743 0.0148 0.0691 -0.0660
H -3.754 4.910 -1.478 0.0210 0.0714 -0.0638
H -2.302 4.881 -2.487 0.0105 -0.0196 -0.0186



Number 1: HOMO level -3.74 eV, M 659.263 Da, orbital gap 5.58 eV. Number 2: HOMO level -12.13 eV, M 316.381 Da, orbital gap 7.89 eV.